A structure of composition C58H45BaBr3N4O2P2S2. Source: OMol25; level of theory: wB97M-V/def2-TZVPD.

```
117
Properties=species:S:1:pos:R:3:forces:R:3:lowdin_charge:R:1
Ba -1.446985 -1.714123 0.225254 -3.4 1.7 0.7 1.503
O 0.118933 -1.376177 -1.399796 2.0 0.9 -2.3 -0.878
S 0.104581 0.149671 -1.451923 0.5 -0.1 -1.1 0.851
C 1.639251 0.555202 -2.302441 0.4 0.0 0.4 -0.262
C 1.616978 1.288513 -3.465256 0.1 0.0 0.0 -0.043
C 2.778119 1.532580 -4.236226 -0.1 0.1 -0.1 -0.003
C 3.958425 1.010379 -3.808770 0.2 -0.1 0.0 -0.150
C 5.340276 1.033422 -4.433734 -0.1 -0.1 0.2 -0.095
C 6.262256 0.356258 -3.379928 -0.2 0.0 0.1 -0.095
C 5.322689 -0.064390 -2.265085 0.1 0.1 -0.2 -0.154
C 5.560584 -0.684672 -1.077373 0.1 -0.1 0.1 -0.004
C 4.476072 -0.892721 -0.198730 0.0 0.1 0.0 -0.056
C 3.168915 -0.537264 -0.466824 -0.3 0.2 -0.3 -0.269
P 1.889318 -0.792858 0.874031 0.9 0.3 0.2 1.106
C 2.618222 -2.298137 1.637814 -0.2 -0.1 -0.2 -0.372
C 3.281010 -2.363726 2.854334 0.1 -0.1 0.0 -0.108
C 3.805852 -3.571588 3.308754 0.0 0.0 0.0 -0.080
C 3.678919 -4.724179 2.548561 0.0 0.0 0.0 -0.078
C 3.013070 -4.671287 1.327052 0.0 0.0 0.0 -0.070
C 2.478914 -3.470329 0.882747 0.0 0.0 0.0 -0.096
C 2.339497 0.580625 2.019070 -0.2 0.1 0.0 -0.341
C 2.861965 1.784120 1.536251 0.0 -0.1 0.1 -0.078
C 2.994439 2.889182 2.370013 0.0 0.0 0.0 -0.087
C 2.597889 2.820520 3.698118 0.0 0.0 0.0 -0.091
C 2.067439 1.635499 4.191807 0.0 -0.1 -0.1 -0.080
C 1.929201 0.530711 3.359305 0.0 0.0 -0.1 -0.136
C 2.890293 0.085991 -1.739957 -0.2 0.1 0.0 -0.120
C 4.004414 0.323167 -2.573620 0.0 0.0 0.0 -0.086
C -1.022981 0.510488 -2.781707 -0.2 0.3 0.1 -0.382
C -0.940031 -0.324677 -3.864342 -0.1 -0.1 -0.2 -0.084
C -1.519232 0.004519 -5.110374 0.0 -0.1 0.0 0.011
C -2.104673 1.233501 -5.245265 0.0 0.0 -0.1 -0.137
C -2.711897 1.932171 -6.447713 0.0 0.0 0.3 -0.092
C -3.153183 3.330065 -5.914128 0.1 -0.2 0.2 -0.093
C -2.819915 3.302287 -4.431385 0.0 0.0 -0.2 -0.148
C -2.996162 4.217165 -3.432699 0.0 0.0 0.1 -0.004
C -2.685661 3.829573 -2.102700 -0.1 0.2 -0.1 -0.060
C -2.142608 2.609963 -1.764582 0.1 -0.2 0.0 -0.286
P -2.265393 1.896933 -0.052815 -0.3 0.2 -0.3 1.081
C -4.086764 2.039879 0.172090 0.0 0.1 0.1 -0.352
C -4.774136 3.221611 0.468284 0.0 0.0 0.1 -0.106
C -6.160138 3.232986 0.547833 0.1 -0.1 0.0 -0.086
C -6.880860 2.057923 0.343506 0.1 0.0 0.0 -0.086
C -6.208787 0.879598 0.057884 0.1 0.0 0.0 -0.067
C -4.818243 0.871787 -0.030229 -0.1 0.0 0.0 -0.127
C -1.588596 3.248396 0.981482 0.1 0.0 0.1 -0.383
C -2.081484 3.470222 2.273317 0.1 0.0 0.0 -0.118
C -1.496395 4.423130 3.101519 0.0 -0.1 -0.1 -0.079
C -0.402045 5.159204 2.658335 0.0 0.0 0.0 -0.096
C 0.115559 4.924716 1.390791 0.0 -0.1 0.0 -0.093
C -0.467990 3.970304 0.562179 0.0 0.1 0.0 -0.094
C -1.779924 1.724601 -2.827352 0.1 -0.1 0.0 -0.148
C -2.217347 2.071418 -4.116951 0.1 -0.1 0.0 -0.091
H 0.677636 1.685624 -3.830608 0.1 -0.1 0.0 0.106
H 2.697989 2.103756 -5.156132 0.0 -0.1 0.1 0.119
H 5.659101 2.049464 -4.665311 0.0 0.0 0.0 0.117
H 5.337270 0.481271 -5.373161 0.0 0.0 0.0 0.118
H 7.018516 1.048634 -3.005442 0.0 0.0 0.0 0.118
H 6.796611 -0.499571 -3.794753 0.0 0.0 0.0 0.117
H 6.556754 -1.001813 -0.784244 -0.1 0.0 0.0 0.118
H 4.700260 -1.346960 0.756496 0.0 0.0 0.1 0.105
H 3.408962 -1.477146 3.457050 0.0 0.0 0.0 0.092
H 4.315601 -3.606054 4.265496 0.0 0.0 -0.1 0.107
H 4.091604 -5.663013 2.904573 -0.1 0.1 0.0 0.107
H 2.897575 -5.570522 0.727179 0.0 0.1 0.1 0.113
H 1.948480 -3.435832 -0.069473 0.1 0.0 0.1 0.116
H 3.170561 1.861867 0.499636 0.0 0.0 0.0 0.102
H 3.407320 3.812992 1.976496 0.0 -0.1 0.0 0.105
H 2.698144 3.686295 4.343551 0.0 -0.1 0.0 0.103
H 1.753523 1.573100 5.227583 0.0 0.0 0.0 0.104
H 1.489761 -0.384613 3.751165 0.0 0.1 0.0 0.061
H -0.376334 -1.247330 -3.759379 -0.1 0.1 0.0 0.124
H -1.444051 -0.694390 -5.939121 0.0 0.1 0.1 0.122
H -3.561869 1.365867 -6.831081 0.0 0.0 0.0 0.120
H -1.993113 2.013264 -7.261792 0.0 0.0 0.0 0.115
H -4.217731 3.499577 -6.070458 0.0 0.0 0.0 0.116
H -2.626388 4.138340 -6.419492 0.0 0.0 0.0 0.114
H -3.428274 5.194672 -3.622281 0.0 -0.1 0.0 0.114
H -2.941050 4.519209 -1.303223 0.0 -0.1 -0.1 0.105
H -4.229985 4.141620 0.661994 0.0 -0.1 -0.1 0.097
H -6.680524 4.161004 0.763126 0.1 -0.1 0.0 0.100
H -7.964055 2.066699 0.412924 0.1 0.0 0.0 0.101
H -6.755142 -0.044173 -0.092567 0.0 0.1 0.0 0.111
H -4.310522 -0.055228 -0.282334 -0.1 0.1 0.0 -0.001
H -2.927792 2.890945 2.631291 0.0 0.1 0.0 0.111
H -1.899888 4.592122 4.095384 0.0 0.0 -0.1 0.104
H 0.047224 5.909044 3.300926 0.0 -0.1 0.0 0.101
H 0.979882 5.485221 1.043024 -0.1 -0.1 0.0 0.103
H -0.056174 3.794719 -0.429515 -0.1 0.0 0.1 0.103
N -1.214068 0.354670 2.513529 0.1 0.0 0.0 -0.015
N -1.668723 -0.036948 3.769119 -0.4 -0.1 -0.2 -0.068
C -2.719465 -0.892417 3.871752 0.1 0.2 -0.1 -0.901
N -2.919582 -1.335260 5.131819 -0.1 0.0 0.0 0.083
S -3.735646 -1.331895 2.616551 0.0 0.1 0.3 0.596
H -0.516413 -0.310320 2.190610 0.3 0.0 0.4 -0.030
H -0.764601 1.253885 2.607262 -0.1 0.2 0.0 0.069
H -0.990751 -0.049743 4.511680 0.2 -0.1 0.2 0.112
H -2.192379 -1.275123 5.825253 0.0 0.0 0.0 0.074
H -3.599693 -2.064198 5.232362 -0.1 -0.1 0.0 0.087
Br 0.448337 -2.891033 5.113479 0.0 0.0 -0.1 0.785
C 0.142883 -4.115920 3.688074 0.0 -0.1 -0.2 -0.560
C 0.426822 -5.474816 3.948211 0.0 0.4 0.0 -0.184
C 0.280493 -6.407299 2.972742 0.0 -0.1 0.0 -0.644
Br 0.754007 -8.205209 3.342199 0.0 -0.1 0.0 0.760
C -0.193588 -6.040524 1.691689 -0.1 0.1 -0.2 -0.199
C -0.368259 -6.943074 0.615767 0.0 0.0 0.1 -0.032
C -0.835556 -6.498945 -0.584836 -0.1 0.0 -0.1 -0.037
C -1.166924 -5.138749 -0.730330 0.1 0.1 0.2 -0.130
N -1.005137 -4.267635 0.241103 0.6 -1.2 0.4 -0.043
C -0.499228 -4.683169 1.448447 -0.2 0.1 -0.3 -0.154
C -0.287976 -3.642540 2.448216 -0.1 0.3 0.2 -0.421
O -0.506338 -2.392671 2.133778 1.5 -2.3 3.0 -0.524
H 0.779950 -5.767741 4.926275 0.0 0.0 0.0 0.093
H -0.121184 -7.987725 0.761213 0.0 0.1 0.0 0.077
H -0.970811 -7.177063 -1.419118 0.0 0.1 0.1 0.108
H -1.573278 -4.752777 -1.663017 0.0 0.0 0.1 0.084
Br -3.364423 -2.226572 -1.799781 -1.2 -0.4 -1.3 -0.281
```
Forces are in eV/Å.

For the energy above the lowest of the compared OMol25 structures with the same formula, charge and spin, the calculation gives 1.918 eV. The spin multiplicity is 1. As for the largest force on an atom: 0.079 hartree/bohr.


A structure of composition C58H46Cl3N9O4PRbS. Source: OMol25; level of theory: wB97M-V/def2-TZVPD.

```
123
Properties=species:S:1:pos:R:3:forces:R:3:lowdin_charge:R:1
Rb -0.558428 -0.361022 0.326131 -0.1 0.3 -0.3 0.409
O -4.320720 -4.164933 -6.447147 0.1 -0.3 0.1 -0.066
C -4.376891 -4.589980 -5.271961 -0.6 0.6 0.0 -0.694
O -5.127517 -5.435882 -4.746945 0.3 -0.2 -0.2 -0.055
C -3.457338 -3.842127 -4.280175 0.1 -0.2 -0.1 -0.100
C -3.130923 -4.371932 -3.045537 0.0 0.0 0.1 0.043
C -2.261834 -3.669094 -2.214739 0.0 0.0 0.0 -0.211
N -1.762960 -2.474846 -2.523398 0.0 0.1 0.0 0.173
C -2.093962 -1.949170 -3.705928 0.0 0.0 0.1 -0.205
C -2.916654 -2.612066 -4.611142 0.1 0.1 -0.1 0.037
C -1.533443 -0.593655 -4.019623 0.1 0.0 0.0 -0.217
C -1.824200 0.052781 -5.225166 0.0 0.0 -0.1 -0.018
C -1.322735 1.321037 -5.457335 0.0 0.0 0.0 -0.074
C -0.539080 1.924481 -4.486605 0.0 0.0 0.0 -0.064
C -0.289341 1.200445 -3.333360 -0.1 -0.1 0.0 -0.171
N -0.757590 -0.018614 -3.099716 0.1 0.0 0.0 0.124
C -1.830307 -4.262768 -0.913070 0.1 0.0 0.0 -0.221
C -2.749068 -4.922029 -0.100506 -0.1 0.0 0.0 -0.013
C -2.309212 -5.506244 1.073961 -0.1 0.0 0.0 -0.072
C -0.967018 -5.421813 1.402598 0.0 0.0 0.0 -0.083
C -0.129174 -4.730331 0.542382 0.0 0.1 -0.1 -0.152
N -0.537468 -4.155894 -0.587644 0.0 0.0 0.1 0.132
H -3.549523 -5.329733 -2.762403 0.0 0.0 0.0 0.119
H -3.138686 -2.230379 -5.598415 -0.1 0.0 0.1 0.101
H -2.438451 -0.431151 -5.970969 0.0 0.1 0.0 0.101
H -1.551797 1.835242 -6.383099 0.0 0.0 0.0 0.100
H -0.136876 2.923138 -4.610924 0.0 0.0 0.0 0.099
H 0.301721 1.634779 -2.536281 0.0 0.0 0.0 0.058
H -3.793656 -4.949047 -0.381772 0.0 0.0 0.0 0.118
H -3.010193 -6.004939 1.732306 0.0 0.0 0.0 0.105
H -0.581995 -5.854701 2.317207 0.0 0.0 0.0 0.098
H 0.925073 -4.618883 0.774120 0.0 0.0 0.0 0.092
Cl -1.130006 -2.176411 8.169455 0.0 0.0 0.0 0.582
C -0.600158 -1.503196 6.638394 0.0 0.0 0.0 -0.694
C -1.213414 -1.898711 5.459315 -0.1 -0.1 0.0 -0.149
C -0.788124 -1.372076 4.260068 0.1 0.1 0.0 -0.560
Cl -1.543040 -1.936601 2.796592 -0.2 -0.2 0.4 0.633
C 0.259026 -0.398786 4.128276 0.1 0.1 -0.1 -0.560
O 0.652067 0.084375 3.028406 -0.1 0.0 -0.1 -0.198
C 0.839105 -0.069913 5.394458 0.0 0.0 0.0 -0.576
Cl 2.171273 1.067992 5.380017 -0.1 0.0 0.0 0.669
C 0.436364 -0.588760 6.609961 0.0 0.0 0.0 -0.169
H -2.024191 -2.615264 5.476491 0.0 0.0 0.0 0.101
H 0.926872 -0.279284 7.523286 0.0 0.0 0.0 0.093
C 4.186358 -3.608918 3.499712 0.0 0.0 0.0 -0.069
C 3.204761 -3.129148 2.426171 -0.1 0.0 0.0 -0.378
C 1.807448 -3.034643 3.025558 0.1 0.0 0.0 -0.074
C 3.636425 -1.775478 1.858485 0.1 0.1 -0.1 -0.257
C 5.093772 -1.759842 1.339984 -0.1 0.0 0.0 -0.076
O 4.983228 -1.433836 -0.058307 0.0 0.0 0.0 0.000
C 3.653621 -1.217862 -0.281657 0.1 -0.1 0.1 -0.364
N 2.846009 -1.380786 0.675431 -0.1 0.0 -0.1 0.202
C 3.380700 -0.784675 -1.674592 0.1 0.0 0.0 -0.140
C 3.629731 -1.692137 -2.696837 0.0 0.0 0.0 -0.011
C 3.483693 -1.317534 -4.022887 0.0 0.0 0.0 -0.071
C 3.130772 -0.012085 -4.324241 0.0 0.0 0.0 -0.072
C 2.886578 0.897441 -3.304727 0.0 0.0 0.0 -0.094
C 2.987782 0.529369 -1.964378 -0.1 -0.1 0.1 -0.296
P 2.359475 1.613670 -0.610064 0.3 0.1 0.0 1.124
C 3.799262 1.661079 0.537042 0.0 0.0 0.1 -0.352
C 5.131161 1.618087 0.123275 0.0 0.0 0.0 -0.108
C 6.161093 1.692756 1.049564 0.0 0.0 0.0 -0.097
C 5.871943 1.791463 2.405116 0.0 0.0 0.0 -0.100
C 4.551147 1.790138 2.832717 0.0 0.0 -0.1 -0.090
C 3.517693 1.716712 1.904935 0.0 0.0 -0.1 -0.087
C 2.459105 3.281961 -1.405767 -0.1 0.0 0.0 -0.355
C 3.636395 3.911957 -1.809568 0.0 0.0 0.0 -0.085
C 3.602454 5.165354 -2.402314 0.0 0.0 0.0 -0.089
C 2.389610 5.817788 -2.598546 0.0 0.0 0.0 -0.095
C 1.211651 5.208106 -2.197953 0.0 0.0 0.0 -0.073
C 1.250955 3.949572 -1.606429 0.0 0.0 0.0 -0.107
H 3.760539 -4.459939 4.035551 0.0 0.0 0.0 0.077
H 4.363875 -2.812564 4.230911 0.0 -0.1 0.0 0.091
H 5.150934 -3.922617 3.094362 0.0 0.0 0.0 0.062
H 3.201514 -3.843416 1.591334 0.0 0.0 0.0 0.138
H 1.828890 -2.405799 3.920696 0.0 -0.1 -0.1 0.086
H 1.438047 -4.022830 3.317022 0.0 0.0 0.0 0.085
H 1.101051 -2.587767 2.328671 0.0 0.0 0.0 0.038
H 3.476831 -1.015791 2.631722 0.0 0.0 0.0 0.141
H 5.582872 -2.728954 1.417828 0.0 0.0 0.0 0.110
H 5.710334 -1.001658 1.822093 0.0 0.0 0.0 0.112
H 3.926821 -2.703213 -2.442293 0.0 0.0 0.0 0.123
H 3.638287 -2.041429 -4.812877 0.0 0.0 0.0 0.102
H 3.031084 0.300743 -5.356752 0.0 0.0 0.0 0.104
H 2.595795 1.908665 -3.557369 0.0 0.0 0.0 0.097
H 5.367851 1.490399 -0.926767 0.0 0.0 0.0 0.107
H 7.190849 1.662017 0.713099 0.0 0.0 0.0 0.100
H 6.678079 1.836231 3.128778 0.0 0.0 0.0 0.098
H 4.316628 1.820084 3.888489 0.0 0.0 0.0 0.057
H 2.489355 1.643417 2.253046 0.1 0.0 0.0 0.074
H 4.590885 3.426353 -1.659125 0.0 0.0 0.0 0.091
H 4.527881 5.637504 -2.710926 0.0 0.0 0.0 0.097
H 2.368450 6.799922 -3.056231 0.0 0.0 0.0 0.097
H 0.259353 5.709338 -2.330921 0.0 0.0 0.0 0.106
H 0.328993 3.477986 -1.290852 0.0 0.0 0.0 0.069
N -4.418060 2.454143 -2.170963 -0.1 0.0 -0.1 0.029
C -3.657125 1.347903 -2.085322 -0.1 0.0 0.0 -0.152
N -2.633083 1.582802 -1.310738 0.3 0.0 0.0 0.103
C -2.824449 2.869196 -0.925204 0.1 0.0 0.2 -0.358
N -3.893833 3.446869 -1.432986 0.0 0.0 0.0 0.125
C -1.953970 3.541197 0.053994 -0.1 0.0 -0.1 -0.236
C -2.110281 4.890888 0.364657 0.0 0.1 0.0 -0.080
N -1.339047 5.505003 1.255457 -0.1 0.0 -0.1 0.075
C -0.430871 4.749331 1.869423 0.0 0.0 0.0 -0.122
C -0.282640 3.404586 1.573514 0.0 -0.1 0.0 -0.106
N -1.022362 2.808115 0.645508 0.2 -0.2 0.2 0.108
H -5.302269 2.583450 -2.625502 -0.1 0.0 0.0 0.147
H -3.893973 0.412532 -2.573334 0.0 0.1 0.0 0.134
H -2.882532 5.473345 -0.123287 0.0 0.0 0.0 0.107
H 0.191972 5.234222 2.612777 0.0 -0.1 0.0 0.100
H 0.431886 2.779729 2.102223 0.0 0.0 0.0 0.096
S -3.817381 0.741744 1.618746 -0.2 0.0 0.1 0.452
C -5.496822 1.183841 1.705217 0.0 0.1 -0.1 -0.773
C -6.530650 0.298215 1.323277 0.0 0.1 0.0 -0.156
C -7.869267 0.662914 1.379626 0.1 0.0 0.0 -0.142
C -8.251221 1.928338 1.818436 0.0 0.0 0.0 -0.161
C -7.252600 2.820707 2.200746 0.1 0.0 0.0 -0.143
C -5.912688 2.461638 2.146267 -0.1 -0.1 0.0 -0.158
H -6.246463 -0.689008 0.978174 0.0 0.0 0.0 0.081
H -8.629109 -0.052120 1.075321 0.0 0.0 0.0 0.084
H -9.297604 2.211008 1.862262 0.0 0.0 0.0 0.072
H -7.524652 3.814641 2.547439 0.0 0.0 0.0 0.082
H -5.144453 3.165540 2.445464 0.0 0.0 0.0 0.079
```
Forces are in eV/Å.

For the total energy, the calculation gives -140845.789 eV. The spin multiplicity is 1. The total charge is -2. As for the largest force on an atom: 0.016 hartree/bohr.